(1)
40
Properties=species:S:1:pos:R:3:lowdin_spin:R:1 method="wB97M-V/def2-TZVPD" e_homo_ha="-0.0350 / -0.1013" mol_weight_g_mol=306.210 largest_force_ev_per_a=4.49 energy_ev=-54860.4486 spin_multiplicity=5 orbital_gap_ev="4.1 / 5.8" lumo_energy_ev="3.1 / 3.1" total_charge=-1
N -0.927 0.681 0.477 0.1247
C -1.265 1.237 1.796 0.0538
C -1.327 0.419 2.942 0.0371
C -1.430 1.016 4.195 0.0052
C -1.524 2.406 4.339 0.0412
C -1.425 3.205 3.189 0.0013
C -1.404 2.634 1.911 0.0349
H -1.824 0.583 -0.035 0.0049
H -0.674 -0.305 0.630 0.0003
H -1.207 -0.704 2.845 0.0031
H -1.479 0.366 5.087 -0.0002
H -1.698 2.852 5.313 0.0034
H -1.410 4.298 3.245 -0.0007
H -1.431 3.315 1.046 0.0047
C -0.105 2.614 -1.435 0.0523
C 0.284 1.157 -1.003 0.4958
C 0.058 0.095 -2.022 0.0887
C 0.973 -0.526 -3.058 0.0440
C 0.425 -1.808 -3.426 0.0448
C -0.764 -2.068 -2.620 0.0491
C -0.967 -0.941 -1.763 0.0394
Fe 0.836 -1.649 -1.465 2.5671
C 1.461 -1.448 0.471 0.0522
C 2.532 -1.273 -0.455 0.0423
C 2.616 -2.450 -1.277 0.0240
C 1.575 -3.358 -0.853 0.0240
C 0.853 -2.728 0.223 0.0379
H 0.760 3.147 -1.935 0.0193
H -0.870 2.615 -2.254 0.0011
H -0.506 3.137 -0.543 0.0082
H 1.226 1.118 -0.442 0.0144
H 1.823 0.037 -3.478 0.0078
H 0.811 -2.452 -4.251 0.0105
H -1.412 -2.970 -2.628 0.0108
H -1.845 -0.872 -1.121 0.0098
H 1.220 -0.788 1.287 0.0102
H 3.184 -0.414 -0.505 0.0096
H 3.349 -2.636 -2.046 0.0060
H 1.414 -4.357 -1.218 0.0086
H 0.094 -3.187 0.834 0.0086

---

(2)
115
Properties=species:S:1:pos:R:3:mulliken_charge:R:1 method="wB97M-V/def2-TZVPD" e_homo_ha="-0.1447 / -0.1445" mol_weight_g_mol=926.816 largest_force_ev_per_a=1.75 energy_ev=-143488.2626 spin_multiplicity=1 orbital_gap_ev="6.4 / 6.4" lumo_energy_ev="2.5 / 2.5" total_charge=-1
Ni -0.232 -0.848 -0.515 -0.4399
C 1.943 -2.681 -3.471 -0.7075
Si 2.830 -1.351 -2.462 0.1309
C 3.549 -0.112 -3.716 -1.2306
C 4.334 -2.141 -1.611 -1.2295
N 1.715 -0.626 -1.378 0.4329
P 1.949 0.585 -0.342 0.6618
C 0.336 0.875 0.267 -0.1482
P 0.188 0.926 2.004 0.7970
N 0.413 -0.353 2.908 0.5393
Si -0.648 -1.522 3.535 0.2173
C 0.078 -3.267 3.400 -1.1118
C -0.827 -1.163 5.402 -1.3403
C -2.372 -1.563 2.744 -0.3942
C 1.212 2.239 2.759 0.4659
C 1.385 3.466 2.125 -0.4578
C 2.118 4.471 2.740 -0.6795
C 2.664 4.258 4.000 -0.5567
C 2.487 3.037 4.637 -0.7119
C 1.763 2.030 4.017 -0.5425
C -1.436 1.724 2.321 0.2192
C -1.776 2.021 3.641 -0.3315
C -2.991 2.616 3.937 -0.9433
C -3.879 2.926 2.914 -0.8672
C -3.554 2.617 1.602 -0.1704
C -2.337 2.017 1.308 0.5696
C 2.608 2.026 -1.261 0.6118
C 1.675 2.755 -1.993 -0.7876
C 2.084 3.767 -2.846 -0.4922
C 3.435 4.065 -2.970 -0.7914
C 4.372 3.344 -2.243 -0.7958
C 3.963 2.315 -1.407 -0.2811
C 3.241 0.242 0.902 0.7354
C 3.338 -1.082 1.328 -0.3984
C 4.241 -1.445 2.311 -1.0054
C 5.063 -0.484 2.882 -0.8515
C 4.960 0.839 2.481 -0.8041
C 4.046 1.206 1.504 -0.3289
H 2.601 -3.066 -4.255 0.4983
H 1.053 -2.264 -3.947 0.0413
H 1.618 -3.519 -2.855 0.1783
H 3.778 -0.601 -4.667 0.4967
H 4.473 0.335 -3.344 0.3293
H 2.845 0.701 -3.911 0.2389
H 5.044 -2.519 -2.351 0.4840
H 4.036 -2.976 -0.973 0.2775
H 4.856 -1.418 -0.981 0.2604
H 1.170 -3.252 3.397 0.2304
H -0.259 -3.751 2.482 0.1716
H -0.247 -3.886 4.242 0.4087
H 0.134 -0.826 5.797 0.3009
H -1.123 -2.055 5.963 0.4102
H -1.566 -0.382 5.596 0.2921
H -2.233 -1.609 1.661 -0.3892
H -2.941 -0.659 2.976 0.1901
H -2.963 -2.433 3.044 0.4962
H 0.951 3.610 1.141 0.2449
H 2.263 5.422 2.242 0.4367
H 3.223 5.047 4.490 0.3631
H 2.919 2.868 5.617 0.4114
H 1.619 1.059 4.476 0.4127
H -1.075 1.768 4.428 0.5900
H -3.247 2.847 4.965 0.4060
H -4.819 3.415 3.142 0.3874
H -4.253 2.840 0.804 0.4761
H -2.054 1.773 0.292 -0.7243
H 0.626 2.505 -1.885 -0.1250
H 1.352 4.326 -3.417 0.4542
H 3.763 4.842 -3.650 0.3713
H 5.426 3.578 -2.334 0.4117
H 4.701 1.730 -0.874 0.5651
H 2.678 -1.811 0.874 0.3347
H 4.306 -2.476 2.636 0.4503
H 5.772 -0.762 3.653 0.3680
H 5.587 1.596 2.938 0.4175
H 3.953 2.248 1.228 0.5250
C -6.715 0.941 -0.754 -0.5919
C -6.062 1.011 -1.978 -0.7192
C -4.757 0.563 -2.101 -0.5503
C -4.084 0.034 -1.000 0.5141
C -4.750 -0.038 0.222 -0.5420
C -6.056 0.412 0.345 -0.5389
P -2.370 -0.631 -1.087 2.1772
C -1.772 0.248 -2.585 -0.0123
C -1.861 1.641 -2.622 0.2512
C -1.396 2.347 -3.718 -0.6916
C -0.809 1.672 -4.782 -0.7456
C -0.681 0.293 -4.733 -0.5386
C -1.161 -0.419 -3.642 -0.6006
C -2.716 -2.333 -1.664 0.4423
C -3.892 -2.753 -2.236 -0.3889
C -4.048 -4.095 -2.630 -1.0494
C -3.040 -4.996 -2.425 -0.7488
C -1.823 -4.600 -1.823 1.1848
C -0.768 -5.508 -1.583 -0.9583
C 0.374 -5.074 -0.970 -0.9318
C 0.527 -3.725 -0.590 0.8599
C -0.450 -2.779 -0.810 -0.5760
C -1.652 -3.244 -1.430 -0.7155
H -7.730 1.308 -0.661 0.3789
H -6.577 1.406 -2.845 0.4061
H -4.263 0.613 -3.062 0.5235
H -4.228 -0.450 1.079 0.0390
H -6.559 0.351 1.302 0.4504
H -2.304 2.173 -1.788 0.1194
H -1.485 3.426 -3.740 0.4584
H -0.454 2.220 -5.646 0.3519
H -0.205 -0.238 -5.548 0.4062
H -1.059 -1.496 -3.600 0.5044
H -4.704 -2.057 -2.397 0.4089
H -4.977 -4.411 -3.090 0.3965
H -3.159 -6.032 -2.725 0.3814
H -0.886 -6.545 -1.880 0.3406
H 1.182 -5.772 -0.778 0.4025
H 1.461 -3.439 -0.118 0.2281

---

(3)
72
Properties=species:S:1:pos:R:3:mulliken_charge:R:1 method="wB97M-V/def2-TZVPD" e_homo_ha=-0.5104 mol_weight_g_mol=851.320 largest_force_ev_per_a=1.39 energy_ev=-235192.8443 spin_multiplicity=1 orbital_gap_ev=8.2 lumo_energy_ev=-5.7 total_charge=+2
Sr 0.248 -0.215 0.037 1.5108
C -0.696 3.564 -1.732 -1.1174
C -1.578 3.738 -0.514 -0.6176
S -0.956 2.855 0.968 0.0173
C -2.496 2.804 1.957 -1.0262
C -3.548 1.828 1.465 -0.7238
S -2.943 0.092 1.537 0.1782
C -4.180 -0.765 0.509 -1.1270
C -4.154 -0.410 -0.964 -0.7134
S -2.596 -0.946 -1.769 0.0996
C -2.597 0.131 -3.239 -0.4819
C -2.279 1.598 -3.019 -1.0554
S -0.580 1.859 -2.370 0.3121
H 0.337 3.842 -1.515 0.4175
H -1.062 4.196 -2.542 0.4969
H -2.583 3.372 -0.715 0.2642
H -1.632 4.798 -0.258 0.5100
H -2.909 3.815 1.970 0.5252
H -2.178 2.550 2.969 0.4602
H -3.842 2.049 0.439 0.3324
H -4.430 1.892 2.106 0.4946
H -5.169 -0.551 0.921 0.4881
H -3.963 -1.825 0.654 0.4639
H -4.265 0.662 -1.122 0.2820
H -4.974 -0.923 -1.469 0.4916
H -3.577 0.033 -3.707 0.6193
H -1.857 -0.314 -3.902 -0.0086
H -2.989 2.076 -2.343 0.4522
H -2.322 2.100 -3.987 0.5034
Br 0.261 -2.787 6.764 -0.0825
C 0.338 -2.073 5.015 -0.3063
C -0.194 -0.817 4.740 -0.8422
C -0.119 -0.356 3.438 -0.6751
N 0.437 -1.034 2.445 0.3873
C 0.974 -2.233 2.701 0.1506
C 0.932 -2.788 3.980 -0.6105
C 1.650 -2.915 1.576 0.4534
C 2.279 -4.150 1.734 -0.4842
C 2.954 -4.718 0.659 -0.4041
Br 3.811 -6.397 0.828 -0.0873
C 2.991 -4.025 -0.547 -1.0080
C 2.323 -2.817 -0.617 -0.8948
N 1.664 -2.277 0.399 0.3616
H -0.648 -0.232 5.521 0.4977
H -0.527 0.611 3.180 0.6594
H 1.348 -3.757 4.196 0.5095
H 2.256 -4.683 2.669 0.4880
H 3.517 -4.426 -1.396 0.5309
H 2.308 -2.253 -1.537 1.0053
C 4.198 0.708 -1.248 -1.0352
S 2.849 1.542 -0.361 0.3036
C 3.734 1.997 1.157 -1.0666
H 4.835 1.462 -1.704 0.4090
H 3.762 0.078 -2.016 0.1918
H 4.769 0.106 -0.548 0.3776
H 4.366 1.170 1.467 0.3723
H 2.999 2.220 1.924 0.3139
H 4.338 2.878 0.958 0.3706
F -0.611 -3.323 -7.224 -0.2712
C 0.031 -2.174 -7.027 0.6663
F -0.752 -1.191 -7.506 -0.2458
F 1.142 -2.186 -7.763 -0.2389
C 0.324 -1.920 -5.565 0.2464
C 1.020 -0.771 -5.212 -1.1067
C 1.192 -0.509 -3.862 -0.5151
N 0.726 -1.295 -2.896 0.7199
C 0.094 -2.412 -3.251 -0.3681
C -0.132 -2.773 -4.570 -0.8143
H 1.410 -0.103 -5.965 0.5263
H 1.714 0.383 -3.549 0.4288
H -0.251 -3.046 -2.444 0.4829
H -0.657 -3.681 -4.820 0.5557